116
Properties=species:S:1:pos:R:3:forces:R:3 method="wB97M-V/def2-TZVPD" total_charge=+4 e_homo_ev="-19.17 / -19.17" energy_ha=-2981.0907 spin_multiplicity=2 gap_ev="6.08 / 4.10" lumo_energy_ev="-13.09 / -15.07" s_squared=0.76
Be 18.7052 25.5504 -9.0247 -1.0764 -2.9261 -1.9963
Be 23.5840 24.8809 -6.8515 -0.5733 -0.8646 -0.8486
Be 19.4011 28.9612 -5.7796 2.2033 -1.6700 1.7330
C 20.9110 26.2984 -6.8867 -1.3608 0.5967 0.9762
O 20.8999 25.1834 -7.4698 0.5821 -1.3701 -1.1825
O 21.8596 26.7216 -6.2355 2.1579 -0.7171 -0.0944
O 19.7756 26.8493 -6.9441 -1.3099 1.5350 -0.5722
P 19.1574 21.6552 -9.5220 -0.9072 -3.8544 -2.2731
F 19.0630 21.1787 -7.9960 -0.3079 0.1266 0.1518
F 17.5228 21.6292 -9.7149 0.9776 1.0381 0.8138
F 19.2192 23.1937 -8.9487 -0.3500 1.7771 0.2208
F 19.2969 22.2498 -11.0275 -0.2937 0.2024 0.0391
F 20.7415 21.5984 -9.4692 1.5849 0.6088 0.6965
F 19.1922 20.1336 -10.0849 -0.2577 1.0387 0.5698
C 23.8552 30.2494 -6.3913 0.9704 -0.2171 0.2485
C 22.3910 30.5558 -6.3132 1.0293 1.2909 -0.5350
C 21.7981 30.6442 -7.6885 -0.8832 -0.2047 0.0727
O 20.4007 30.8319 -7.5403 -1.0414 -0.6017 1.0088
C 19.7656 31.4815 -8.6329 -0.7443 0.0320 -0.6048
N 21.8242 29.4880 -5.5408 -2.7071 -1.0603 0.2379
H 24.2467 30.3880 -5.3835 0.4960 0.0988 -0.1609
H 24.4521 30.7955 -7.1218 -0.1721 0.3336 0.1815
H 23.9667 29.1891 -6.6183 0.1145 -0.2252 -0.1831
H 22.2751 31.4879 -5.7602 -0.3537 0.0970 -0.1943
H 21.9677 29.6994 -8.2050 0.2332 -0.1717 -0.2397
H 22.1882 31.4496 -8.3106 0.3143 0.1001 0.3060
H 19.6574 30.7858 -9.4649 0.4601 0.1497 -0.3361
H 20.2923 32.4024 -8.8835 0.1014 -0.1536 -0.1885
H 18.7349 31.7550 -8.4074 0.1554 0.0106 0.6144
H 22.1931 29.5229 -4.6012 -0.3601 0.3304 0.5227
H 22.1848 28.6053 -5.8740 -0.1267 -0.3138 -0.3240
C 18.3353 28.8857 -2.0498 0.5533 1.0451 -0.0716
C 18.7942 27.5348 -2.5937 -0.0815 1.5855 -1.5121
C 17.6799 26.9537 -3.4811 0.0867 -0.3125 0.2676
O 17.4849 27.6048 -4.8150 1.4590 -0.1841 1.3191
C 16.2075 27.2100 -5.3135 -0.6432 0.1640 -0.8165
N 19.9360 27.7543 -3.5582 -0.5238 1.0955 -0.4617
H 17.6767 28.9337 -1.1826 -0.2511 -0.7902 -0.2022
H 17.8733 29.4633 -2.8504 -0.3594 -0.0991 -0.1345
H 19.1354 29.5514 -1.7261 0.5624 -0.3151 0.0294
H 19.1792 26.8876 -1.8057 -0.6393 -0.3645 -0.0462
H 16.7502 27.0594 -2.9220 -0.1281 -0.1116 -0.2237
H 17.9077 25.8956 -3.6102 -0.3087 -0.1143 -0.5262
H 15.4478 27.4148 -4.5592 -0.1088 0.1603 -0.2663
H 16.1248 26.1707 -5.6317 0.5536 -0.3628 0.5229
H 16.0274 27.7404 -6.2485 -0.1072 0.5082 0.3000
H 20.3857 26.8731 -3.7619 0.0526 -0.2679 -0.2282
H 20.6194 28.3075 -3.0612 0.2913 0.2634 -0.0185
C 23.5315 20.9596 -5.7468 -0.2899 0.4698 1.0176
C 22.2824 21.8817 -5.9190 1.3331 -1.4574 1.6855
C 22.0123 22.8072 -4.6965 1.3462 -0.6675 -0.2776
O 22.8473 23.9850 -4.6358 1.0675 0.4634 -4.5944
C 22.7903 24.6765 -3.4463 -1.0344 -0.8442 2.3765
N 22.4545 22.4669 -7.1843 -0.6006 3.0943 -0.8865
H 23.8116 20.3976 -6.6377 -0.6751 -0.2467 -0.0276
H 23.3254 20.3024 -4.9020 0.3146 -0.2945 -0.1984
H 24.4547 21.4986 -5.5343 -0.1076 0.4416 0.3044
H 21.4196 21.2156 -5.9214 -0.2825 -0.0967 -0.0404
H 22.3808 22.1483 -3.9104 -0.5293 0.2057 0.6070
H 20.9678 23.0840 -4.5529 0.0100 0.0433 -0.0762
H 21.7374 24.8601 -3.2325 -0.2469 0.2486 0.2995
H 23.3313 25.6079 -3.2791 0.4321 -0.2456 -0.9666
H 23.1282 23.9151 -2.7433 0.0981 0.5592 0.8395
H 22.5560 21.7011 -7.8350 0.6110 0.1150 -0.6361
H 21.5743 22.8830 -7.4528 -0.2985 0.2334 -0.5325
C 14.6228 23.2259 -8.8240 -0.1954 0.2243 0.5630
C 15.7687 24.1783 -8.5066 0.7096 -1.5997 2.2485
C 16.5010 23.5748 -7.1760 -0.5419 0.2813 -2.6686
O 17.7319 24.2450 -6.9080 0.7215 -0.7223 -0.0444
C 18.5581 23.4086 -5.9833 -0.3403 1.9955 -0.4471
N 16.6044 24.3936 -9.7426 -0.1547 1.9226 2.1146
H 13.9503 23.6717 -9.5569 0.1343 -0.3975 -0.3284
H 13.9903 23.0067 -7.9638 0.0442 0.3472 0.2832
H 15.0263 22.2436 -9.0699 -0.0298 0.1202 -0.6497
H 15.4372 25.1665 -8.1880 -0.2005 0.1467 -0.2847
H 16.6534 22.5146 -7.3780 0.3481 -0.0411 -0.0084
H 15.8355 23.6413 -6.3153 -0.1964 0.3265 -0.0679
H 18.6407 24.1079 -5.1512 0.1914 -0.4989 0.5481
H 19.5517 23.2587 -6.4056 -0.3371 -0.2426 -0.2181
H 18.0688 22.4742 -5.7086 0.0551 0.1736 -0.1839
H 16.6033 23.6084 -10.3779 0.7952 -0.9418 0.3434
H 15.9129 24.9802 -10.1875 0.4075 0.9090 -0.7704
C 19.2127 25.6645 -13.9794 -0.2803 1.5251 0.6905
C 19.7157 25.7224 -12.5296 0.4482 1.0077 0.1891
C 19.6455 27.2302 -11.9475 -1.0176 -2.1337 -2.1873
O 19.9169 27.2593 -10.5860 1.6729 0.8573 2.0014
C 21.0527 28.1058 -10.2771 -0.0771 -0.1213 1.0800
N 18.8740 24.8869 -11.6679 0.2848 1.3343 0.4156
H 18.8828 24.6834 -14.3208 0.4995 0.0220 -0.0299
H 19.8888 26.2020 -14.6444 0.2416 -0.6050 -0.2239
H 18.3465 26.3262 -13.9817 -0.5252 -0.1487 -0.2234
H 20.7188 25.2984 -12.4844 0.2861 0.4150 0.2183
H 18.6164 27.5788 -12.0340 -0.1749 -0.1003 -0.4123
H 20.2615 27.9099 -12.5363 0.2589 -0.0885 0.1954
H 22.0315 27.7326 -10.5782 -0.2246 -0.6073 -0.3228
H 21.0730 28.2083 -9.1921 -0.0756 -0.2484 0.1160
H 21.0228 29.1341 -10.6374 -0.7212 -0.0912 -0.4926
H 17.9913 25.0073 -12.1438 -0.8517 -0.4277 0.5596
H 19.1656 23.9300 -11.8072 -0.1795 -0.4702 0.4519
C 24.9725 28.3455 -9.7647 0.7793 -1.1816 0.1342
C 24.4944 27.0480 -9.0744 -0.8526 -0.5258 -0.5288
C 24.5243 25.6894 -9.9402 -0.3367 3.1236 1.5232
O 23.7714 24.6632 -9.2932 0.1153 0.3553 0.6828
C 23.8787 23.4550 -10.0763 -0.1486 -1.4019 -0.4580
N 25.2193 26.7865 -7.8456 -0.0705 -1.3353 1.2170
H 26.0049 28.1849 -10.0750 0.0508 0.1460 -0.4104
H 25.0367 29.1446 -9.0262 -0.3330 0.0947 -0.0381
H 24.3679 28.6424 -10.6217 0.0334 -0.0458 0.0918
H 23.5059 27.2778 -8.6768 -0.6554 -0.3323 -0.5487
H 25.5919 25.4731 -9.9790 -0.0552 -0.5281 -0.5982
H 24.0644 25.9772 -10.8856 0.2756 -0.5889 -0.2776
H 23.9128 23.6579 -11.1466 0.1600 0.5143 0.0786
H 23.0233 22.7851 -9.9888 -0.3178 0.4675 0.5807
H 24.7518 22.8520 -9.8269 0.2325 0.3734 0.2002
H 25.4643 27.6572 -7.3963 -0.2928 0.2013 0.6007
H 26.1241 26.3697 -8.0120 0.3304 -0.3959 -0.1891

108
Properties=species:S:1:pos:R:3:forces:R:3 method="wB97M-V/def2-TZVPD" total_charge=0 e_homo_ev="-6.39 / -8.44" energy_ha=-2847.7371 spin_multiplicity=4 gap_ev="6.32 / 8.07" e_above_lowest_kcal_mol=36.2 lumo_energy_ev="-0.07 / -0.38" s_squared=3.75
Ti 1.4556 2.9928 1.6590 -0.8934 -0.6965 -0.4653
O -0.5773 0.6117 -1.2308 -0.1055 0.9080 0.6408
C -0.0281 1.4520 -0.3014 0.1054 0.8820 -0.1732
O -0.5989 2.5521 -0.1119 0.2000 -0.0687 0.3933
O 1.0435 1.1289 0.2600 0.3241 -0.0318 0.5353
H -1.3334 1.1796 -1.4811 0.0185 -0.6537 -0.4770
C -4.0044 -4.4713 3.3843 0.2195 0.4110 -0.2555
C -2.5565 -4.1372 3.0310 0.0394 -0.7468 -0.0546
C -2.4222 -2.7483 2.4267 -0.2294 0.2506 0.1563
O -1.1660 -2.6806 1.8016 -0.0536 -0.0138 0.0137
C -0.8975 -1.4667 1.1372 -0.2605 0.1144 0.5669
N -1.7015 -4.4613 4.1775 0.4513 0.8206 0.2082
H -4.3160 -3.8249 4.2086 -0.2355 -0.0072 -0.0664
H -4.1346 -5.5035 3.6976 0.2233 -0.0434 0.0335
H -4.6288 -4.3009 2.5050 -0.1917 0.0831 0.1769
H -2.2105 -4.7948 2.2271 -0.2061 -0.1087 -0.0091
H -2.5396 -1.9252 3.1517 0.1383 -0.1631 0.2980
H -3.2493 -2.5902 1.7185 0.1897 -0.0852 -0.2778
H -0.7371 -0.6388 1.8457 0.1782 -0.1764 0.0442
H -1.7385 -1.1284 0.5231 0.1308 -0.3642 -0.3704
H 0.0102 -1.6590 0.5806 0.0089 0.3580 -0.3350
H -0.7217 -4.4761 3.9032 -0.1425 -0.1469 -0.2511
H -1.7236 -3.6806 4.8356 -0.2704 -0.2114 0.0975
C -4.0777 0.9105 1.0073 0.9081 -0.3957 -0.3318
C -4.1389 1.4525 -0.4301 -0.0562 -0.7606 0.7646
C -5.5443 1.4263 -1.0013 0.2316 0.3859 -0.8530
O -5.9879 0.0900 -1.1545 -0.3528 0.0835 0.8331
C -7.4034 0.0418 -1.3071 0.6919 -0.2927 -0.3944
N -3.5322 2.7731 -0.5456 -0.3199 -0.0596 0.0615
H -4.4229 1.6270 1.7547 -0.5437 -0.1284 -0.0960
H -3.0248 0.7429 1.2721 -0.0002 0.0808 -0.1130
H -4.5306 -0.0824 1.0561 -0.3991 0.2462 0.2919
H -3.6257 0.7116 -1.0582 0.3352 0.2756 -0.0246
H -5.4580 1.8867 -1.9972 -0.2409 0.1259 0.0805
H -6.2631 2.0181 -0.4221 0.0685 -0.0347 0.2098
H -7.9228 0.5768 -0.5098 0.0201 0.2236 -0.0646
H -7.7161 -0.9996 -1.2583 0.1131 -0.0406 -0.1066
H -7.6235 0.4462 -2.2993 -0.5058 0.0969 0.1283
H -4.0105 3.3574 0.1376 0.0552 0.2011 -0.2006
H -2.5617 2.7382 -0.2296 -0.1110 0.0253 -0.1938
C 2.6474 -2.5502 -0.6487 0.0965 -1.0920 1.0743
C 3.0061 -2.1849 0.7985 0.1803 1.6625 -0.7587
C 4.2707 -2.8804 1.2364 -0.0270 -0.2092 0.3915
O 4.4685 -2.6191 2.6181 -0.3648 0.3643 0.2365
C 5.5474 -3.2954 3.2120 0.2588 -0.0129 -0.1729
N 3.2635 -0.7217 0.8188 0.2195 -0.5162 0.8263
H 3.3394 -2.1136 -1.3629 0.0331 0.2162 0.0658
H 1.6206 -2.2747 -0.8685 -0.0694 0.1115 -0.1872
H 2.7397 -3.6431 -0.6865 -0.2816 0.0558 -0.4648
H 2.2116 -2.4110 1.5204 -0.1070 -0.5219 -0.2286
H 5.1299 -2.4780 0.6893 -0.0451 -0.1669 -0.2525
H 4.1636 -3.9611 1.0816 0.1415 -0.0195 -0.0958
H 6.0494 -2.6295 3.9149 -0.0769 0.0645 0.0174
H 6.2805 -3.5900 2.4549 0.0348 -0.0905 0.0713
H 5.2108 -4.1787 3.7615 -0.0219 -0.0989 -0.1042
H 2.4075 -0.1914 0.6749 0.1256 -0.1786 -0.1445
H 3.5825 -0.5254 1.7673 0.0262 0.2880 -0.1869
C 1.7181 3.1599 -3.2989 0.0440 0.2194 -0.8026
C 3.1367 2.8755 -2.7339 -1.9528 0.0967 -0.8240
C 3.5445 4.0640 -1.8883 2.1028 -0.7391 0.3497
O 4.0534 5.0936 -2.7270 -0.8572 0.1871 0.2669
C 4.4785 6.1954 -1.9599 0.5309 -0.0901 0.0098
N 3.1295 1.6014 -2.0120 -0.3261 0.2860 0.4489
H 1.2261 2.2811 -3.7245 0.2580 -0.2235 0.1804
H 1.7377 3.8680 -4.1346 0.0802 0.2199 0.2411
H 1.0436 3.5607 -2.5371 0.0979 -0.0189 0.1178
H 3.8464 2.8530 -3.5614 0.0855 -0.2339 0.0474
H 4.4102 3.7077 -1.3026 -0.2416 0.0374 0.3236
H 2.8005 4.4454 -1.1772 -0.2982 -0.0443 -0.2677
H 4.6214 7.0289 -2.6437 -0.1244 0.1103 0.0938
H 5.4391 5.9955 -1.4637 0.0374 -0.1274 -0.1138
H 3.7905 6.4486 -1.1471 -0.3017 0.1114 -0.2402
H 2.7819 0.8469 -2.6143 0.6685 0.3101 -0.2902
H 2.3341 1.6589 -1.3726 0.4603 -0.0177 0.3723
C 1.6916 -1.3006 -5.9372 0.5574 0.4384 -0.5574
C 0.9275 -0.5357 -4.8625 0.1595 -1.4071 -0.0101
C -0.4988 -1.0551 -4.7769 -1.1305 0.1944 0.1431
O -1.1587 -0.8704 -6.0087 0.4935 0.0105 -0.5511
C -2.5134 -1.2296 -6.0288 -0.1392 0.4022 0.3009
N 1.6151 -0.7224 -3.5852 -0.1543 0.3449 0.3402
H 2.7682 -1.1091 -5.9100 -0.0988 0.3573 0.2377
H 1.3476 -0.9453 -6.9095 -0.0790 -0.4050 -0.0718
H 1.6311 -2.3895 -5.8769 -0.5209 0.0275 0.1130
H 0.8866 0.5129 -5.1574 0.1152 0.1145 0.2664
H -1.0449 -0.5064 -3.9873 0.1257 0.0169 -0.0184
H -0.5847 -2.1220 -4.5098 0.5135 0.0524 0.0833
H -2.8331 -1.2779 -7.0677 0.0401 -0.0196 -0.0144
H -3.0964 -0.4490 -5.5209 -0.1593 -0.1867 0.0321
H -2.7108 -2.1936 -5.5456 0.1128 -0.0191 -0.0023
H 1.7049 -1.7120 -3.3807 0.1110 -0.0437 -0.1516
H 1.0718 -0.3474 -2.8095 -0.1027 0.0512 -0.1145
C -1.3396 2.3031 3.5073 0.5793 0.3604 -0.5122
C -0.0610 2.0651 4.3184 -0.7144 -0.1677 -0.0263
C 0.4472 0.6716 4.0183 -0.7308 -0.9317 0.5050
O 1.3216 0.1688 5.0003 0.6988 0.8684 0.0750
C 1.9389 -1.0571 4.6222 -0.0942 0.3661 0.1583
N 0.9647 3.0809 3.9745 0.6636 -0.2014 0.0323
H -1.6991 3.3252 3.6354 -0.1315 -0.0644 0.2114
H -2.1188 1.5846 3.7497 -0.0299 0.0490 0.1404
H -1.1220 2.2219 2.4338 -0.0678 -0.1578 0.0096
H -0.3408 2.1577 5.3716 0.3123 -0.2158 0.0898
H 0.8371 0.6257 2.9907 0.3200 -0.0005 0.0444
H -0.4093 -0.0151 4.0583 -0.2605 0.1810 -0.4165
H 2.3259 -1.5198 5.5272 -0.1703 -0.0528 0.0649
H 2.7969 -0.8798 3.9710 -0.1820 -0.1150 -0.3055
H 1.1792 -1.6898 4.1564 0.2444 -0.2709 -0.1336
H 0.8051 3.8974 4.5607 -0.0963 0.2141 -0.4289
H 1.8596 2.7302 4.3316 -0.1048 -0.0719 0.0461

no.,largest force on an atom (eV Å⁻¹),M (g/mol)
1,4.74,766.83
2,2.26,643.71